Density functional theory data (ωB97M-V with the def2-TZVPD basis set) for the molecule C3H7NOS.

Structure (XYZ):
```
13
Properties=species:S:1:pos:R:3:forces:R:3
O 1.530681 1.521452 -2.079148 1.2 -0.3 3.1
C 1.551960 1.160235 -0.878110 -2.8 -0.6 -2.6
N 0.388612 1.334588 -0.122262 0.5 0.7 -0.4
C -0.378004 0.371400 0.683401 3.0 -1.6 -0.2
C -0.299944 -1.099503 0.038489 -0.2 2.4 0.3
S -1.255192 -2.286009 0.941901 1.1 -1.7 1.7
H 2.297051 0.520824 -0.414988 0.6 0.1 0.0
H -0.132998 2.026069 -0.622321 -0.8 0.1 -0.2
H 0.129853 0.284413 1.635414 0.1 -0.1 0.5
H -1.336730 0.733979 0.956169 -1.0 0.3 -0.5
H -0.769069 -1.010383 -0.942200 0.9 -0.2 -0.4
H 0.810765 -1.410738 0.110895 -2.0 0.2 -0.6
H -2.536987 -2.146326 0.692759 -0.5 0.8 -0.8
```
Forces are in eV/Å.

Computed properties:
Multiplicity: 1
Structure (SMILES): O=CNCCS
LUMO: 0.76 eV
ΔE to the lowest compared entry with this formula, charge and spin: 160.35 kJ/mol
Kohn-Sham gap: 9.939 eV